No. 1
Molecular formula: C4H10N2O2
Method: DFT, ωB97M-V/def2-TZVPD

Values from the calculation:
SMILES: CC(N)=O.CC(N)=O
LUMO level: 0.6 eV
orbital gap: 10.504 eV

Last columns: bonded neighbours and bond lengths (Å).
Positions of all 18 atoms, in Å:
1 C 0.83 2.76 -1.76  C2 1.504, H5 1.088, H6 1.089, H9 1.109
2 C 0.16 1.50 -2.23  C1 1.504, O3 1.209, N4 1.370
3 O 0.79 0.59 -2.71  C2 1.209
4 N -1.13 1.38 -1.77  C2 1.370, H7 0.998, H8 0.998
5 H 1.91 2.83 -1.66  C1 1.088
6 H 0.38 3.19 -0.86  C1 1.089
7 H -1.80 0.69 -2.00  N4 0.998
8 H -1.60 2.20 -1.44  N4 0.998
9 H 0.75 3.62 -2.45  C1 1.109
10 C -0.17 -0.99 2.03  C11 1.530, H14 1.084, H15 1.092, H18 1.089
11 C -0.59 -2.45 1.83  C10 1.530, O12 1.207, N13 1.401
12 O -1.64 -2.89 1.42  C11 1.207
13 N 0.50 -3.32 1.99  C11 1.401, H16 1.012, H17 0.994
14 H -0.01 -0.73 3.07  C10 1.084
15 H -0.94 -0.37 1.58  C10 1.092
16 H 0.44 -4.21 1.52  N13 1.012
17 H 1.42 -2.97 2.04  N13 0.994
18 H 0.70 -0.82 1.40  C10 1.089

These are the natural (NBO) partial charges, in e, on atoms 1 to 2: -0.73 0.67

No. 2
Molecular formula: C4H10N2O2
Method: DFT, ωB97M-V/def2-TZVPD

Values from the calculation:
SMILES: C=C(C)N.NOC=O
LUMO level: 0.9 eV
orbital gap: 9.015 eV

Last columns: bonded neighbours and bond lengths (Å).
Positions of all 18 atoms, in Å:
1 C -1.16 -0.12 -1.35  C2 1.508, H7 1.095, H8 1.095, H9 1.095
2 C -0.40 -1.19 -0.61  C1 1.508, N3 1.379, C4 1.339
3 N 0.97 -1.24 -0.77  C2 1.379, H5 1.017, H6 1.019
4 C -1.05 -2.04 0.19  C2 1.339, H10 1.084, H11 1.086
5 H 1.36 -2.17 -0.61  N3 1.017
6 H 1.28 -0.84 -1.65  N3 1.019
7 H -1.95 0.30 -0.74  C1 1.095
8 H -0.50 0.70 -1.65  C1 1.095
9 H -1.61 -0.54 -2.26  C1 1.095
10 H -0.54 -2.81 0.76  C4 1.084
11 H -2.13 -1.98 0.31  C4 1.086
12 N -0.45 2.14 1.34  O14 1.475, H16 1.028, H17 1.019
13 C 1.66 1.12 1.07  O14 1.373, O15 1.226, H18 1.100
14 O 0.48 1.08 1.77  N12 1.475, C13 1.373
15 O 1.98 1.98 0.26  C13 1.226
16 H 0.02 2.51 0.50  N12 1.028
17 H -0.29 2.84 2.07  N12 1.019
18 H 2.30 0.28 1.39  C13 1.100

These are the natural (NBO) partial charges, in e, on atoms 1 to 2: -0.66 0.19

No. 3
Molecular formula: C4H10N2O2
Method: DFT, ωB97M-V/def2-TZVPD

Values from the calculation:
SMILES: C[C@H](O)[C@H](N)C(N)=O
LUMO level: 0.8 eV
orbital gap: 10.427 eV

Last columns: bonded neighbours and bond lengths (Å).
Positions of all 18 atoms, in Å:
1 N 1.13 0.29 1.82  C2 1.466, H9 1.009, H10 1.008
2 C 0.09 0.07 0.81  N1 1.466, C3 1.521, C6 1.541, H11 1.084
3 C 0.32 1.03 -0.35  C2 1.521, C4 1.539, O5 1.422, H12 1.066
4 C -1.01 1.33 -1.06  C3 1.539, H13 1.089, H14 1.086, H15 1.082
5 O 1.16 0.39 -1.31  C3 1.422, H16 0.965
6 C 0.13 -1.38 0.28  C2 1.541, N7 1.353, O8 1.219
7 N -1.01 -1.84 -0.28  C6 1.353, H17 1.000, H18 1.008
8 O 1.15 -2.05 0.38  C6 1.219
9 H 2.04 0.12 1.43  N1 1.009
10 H 0.99 -0.38 2.56  N1 1.008
11 H -0.83 0.22 1.37  C2 1.084
12 H 0.72 1.96 -0.03  C3 1.066
13 H -1.02 2.23 -1.67  C4 1.089
14 H -1.27 0.52 -1.74  C4 1.086
15 H -1.73 1.41 -0.26  C4 1.082
16 H 1.98 0.09 -0.90  O5 0.965
17 H -1.82 -1.26 -0.33  N7 1.000
18 H -1.04 -2.75 -0.72  N7 1.008

These are the natural (NBO) partial charges, in e, on atoms 1 to 2: -0.81 -0.18

No. 4
Molecular formula: C4H10N2O2
Method: DFT, ωB97M-V/def2-TZVPD

Values from the calculation:
SMILES: CN(C)[C@H](N)C(=O)O
LUMO level: 0.8 eV
orbital gap: 9.916 eV

Last columns: bonded neighbours and bond lengths (Å).
Positions of all 18 atoms, in Å:
1 C -1.84 0.03 0.14  C4 1.540, O7 1.330, O8 1.198
2 C 1.88 0.23 0.40  N6 1.447, H9 1.100, H10 1.089, H11 1.090
3 C 0.23 1.59 -0.70  N6 1.450, H12 1.098, H13 1.089, H14 1.089
4 C -0.41 -0.50 0.39  C1 1.540, N5 1.452, N6 1.424, H15 1.322
5 N -0.36 -1.88 -0.06  C4 1.452, H16 1.013, H17 1.014
6 N 0.60 0.26 -0.27  C2 1.447, C3 1.450, C4 1.424
7 O -2.48 -0.62 -0.83  C1 1.330, H18 0.980
8 O -2.32 0.93 0.76  C1 1.198
9 H 1.86 0.79 1.35  C2 1.100
10 H 2.16 -0.80 0.62  C2 1.089
11 H 2.63 0.66 -0.26  C2 1.090
12 H 0.06 2.28 0.14  C3 1.098
13 H 1.04 1.98 -1.32  C3 1.089
14 H -0.67 1.55 -1.31  C3 1.089
15 H -0.36 -0.47 1.71  C4 1.322
16 H 0.60 -2.15 -0.25  N5 1.013
17 H -0.74 -2.51 0.63  N5 1.014
18 H -1.89 -1.35 -1.14  O7 0.980

These are the natural (NBO) partial charges, in e, on atoms 1 to 2: 0.76 -0.40

No. 5
Molecular formula: C4H10N2O2
Method: DFT, ωB97M-V/def2-TZVPD

Values from the calculation:
SMILES: COC(=O)NN(C)C
LUMO level: 0.9 eV
orbital gap: 9.401 eV

Last columns: bonded neighbours and bond lengths (Å).
Positions of all 18 atoms, in Å:
1 C -3.37 -0.47 -0.42  O7 1.429, H10 1.094, H11 1.094, H12 1.094
2 C 2.34 -0.85 0.49  N4 1.463, H13 1.096, H14 1.096, H15 1.095
3 C 1.75 1.41 -0.08  N4 1.466, H16 1.095, H17 1.096, H18 1.096
4 N 1.35 0.01 -0.16  C2 1.463, C3 1.466, N5 1.416
5 N 0.06 -0.19 0.40  N4 1.416, C6 1.379, H9 1.014
6 C -1.08 0.06 -0.33  N5 1.379, O7 1.360, O8 1.222
7 O -2.13 -0.56 0.28  C1 1.429, C6 1.360
8 O -1.15 0.70 -1.37  C6 1.222
9 H -0.06 -0.87 1.15  N5 1.014
10 H -3.44 -1.29 -1.13  C1 1.094
11 H -3.50 0.49 -0.93  C1 1.094
12 H -4.18 -0.57 0.31  C1 1.094
13 H 2.45 -0.62 1.56  C2 1.096
14 H 2.07 -1.90 0.39  C2 1.096
15 H 3.32 -0.73 0.02  C2 1.095
16 H 1.03 2.06 -0.60  C3 1.095
17 H 2.72 1.56 -0.56  C3 1.096
18 H 1.82 1.76 0.96  C3 1.096

These are the natural (NBO) partial charges, in e, on atoms 1 to 2: -0.26 -0.43

No. 6
Molecular formula: C4H10N2O2
Method: DFT, ωB97M-V/def2-TZVPD

Values from the calculation:
expectation value of S²: 0.75
net charge: +1
LUMO level (spin up / spin down): -3.8 / -8.8 eV
orbital gap (spin up / spin down): 9.409 / 4.406 eV
2S+1: 2

Last columns: bonded neighbours and bond lengths (Å).
Positions of all 18 atoms, in Å:
1 C -1.90 -1.73 1.85  C2 1.511, H5 1.089, H6 1.093, H9 1.082
2 C -1.73 -0.46 1.05  C1 1.511, O3 1.222, N4 1.370
3 O -1.06 -0.40 0.03  C2 1.222
4 N -2.18 0.70 1.63  C2 1.370, H7 1.017, H8 0.998
5 H -0.90 -1.98 2.20  C1 1.089
6 H -2.14 -2.57 1.19  C1 1.093
7 H -1.91 1.52 1.09  N4 1.017
8 H -3.04 0.83 2.12  N4 0.998
9 H -2.73 -1.58 2.53  C1 1.082
10 C 1.94 -0.10 -0.65  C11 1.510, H14 1.083, H15 1.087, H18 1.097
11 C 2.23 0.52 -2.00  C10 1.510, O12 1.239, N13 1.331
12 O 2.94 -0.07 -2.83  C11 1.239
13 N 1.79 1.74 -2.29  C11 1.331, H16 0.999, H17 1.017
14 H 2.34 0.55 0.12  C10 1.083
15 H 2.46 -1.05 -0.62  C10 1.087
16 H 1.92 2.11 -3.21  N13 0.999
17 H 1.13 2.17 -1.65  N13 1.017
18 H 0.86 -0.21 -0.57  C10 1.097

These are the natural (NBO) partial charges, in e, on atoms 1 to 2: -0.71 0.71

No. 7
Molecular formula: C4H10N2O3
Method: DFT, ωB97M-V/def2-TZVPD

Values from the calculation:
SMILES: CN(C)C(N)=O.O=CO
LUMO level: 0.8 eV
orbital gap: 9.835 eV

Last columns: bonded neighbours and bond lengths (Å).
Positions of all 19 atoms, in Å:
1 C -1.23 -0.05 -1.50  N3 1.453, H10 1.089, H11 1.093, H12 1.085
2 C 0.83 1.16 -1.01  N3 1.411, H9 1.277, H13 1.089, H14 1.084
3 N 0.11 -0.05 -0.94  C1 1.453, C2 1.411, C4 1.391
4 C 0.40 -1.01 0.02  N3 1.391, N5 1.386, O6 1.238
5 N 1.74 -1.10 0.36  C4 1.386, H7 1.007, H8 1.007
6 O -0.39 -1.92 0.30  C4 1.238
7 H 2.27 -0.26 0.52  N5 1.007
8 H 1.93 -1.84 1.01  N5 1.007
9 H 0.58 1.68 0.13  C2 1.277
10 H -1.19 0.35 -2.51  C1 1.089
11 H -1.90 0.56 -0.89  C1 1.093
12 H -1.61 -1.07 -1.49  C1 1.085
13 H 1.89 0.99 -1.21  C2 1.089
14 H 0.43 1.81 -1.78  C2 1.084
15 C -0.47 0.39 1.88  O16 1.336, O17 1.239, H19 1.106
16 O -1.72 0.05 1.56  C15 1.336, H18 0.982
17 O -0.01 1.52 1.68  C15 1.239
18 H -1.74 -0.90 1.33  O16 0.982
19 H 0.06 -0.33 2.53  C15 1.106

These are the natural (NBO) partial charges, in e, on atoms 1 to 2: -0.42 -0.46

No. 8
Molecular formula: C4H10N2O3
Method: DFT, ωB97M-V/def2-TZVPD

Values from the calculation:
SMILES: CC[C@@H](O)/C(N)=[N+](\[O-])O
LUMO level: 0.6 eV
orbital gap: 8.906 eV

Last columns: bonded neighbours and bond lengths (Å).
Positions of all 19 atoms, in Å:
1 C 2.50 -0.80 0.28  C2 1.544, H10 1.143, H11 1.073, H12 1.198
2 C 1.14 -0.38 0.86  C1 1.544, C3 1.535, H13 1.049, H14 1.092
3 C 0.40 0.21 -0.35  C2 1.535, C4 1.451, O9 1.471, H15 1.089
4 C -0.97 0.65 -0.18  C3 1.451, N5 1.483, N6 1.300
5 N -1.34 2.03 -0.60  C4 1.483, H16 1.211, H17 0.951
6 N -1.90 -0.19 0.15  C4 1.300, O7 1.463, O8 1.295
7 O -3.28 0.30 0.16  N6 1.463, H18 1.057
8 O -1.71 -1.43 0.45  N6 1.295
9 O 0.45 -0.80 -1.42  C3 1.471, H19 0.969
10 H 2.97 -1.37 1.15  C1 1.143
11 H 2.37 -1.57 -0.46  C1 1.073
12 H 3.33 -0.01 -0.10  C1 1.198
13 H 1.25 0.17 1.75  C2 1.049
14 H 0.70 -1.34 1.11  C2 1.092
15 H 1.06 1.00 -0.70  C3 1.089
16 H -2.24 2.84 -0.61  N5 1.211
17 H -0.69 2.71 -0.49  N5 0.951
18 H -3.89 -0.56 0.07  O7 1.057
19 H -0.16 -1.46 -1.07  O9 0.969

These are the natural (NBO) partial charges, in e, on atoms 1 to 2: -0.61 -0.42

Calculated values (Ha) of E for the records, taken in order: -418.4236 -418.3290 -418.4158 -418.3851 -418.3705 -418.1041 -493.6373 -493.4402.
Calculated values (kJ/mol) of energy above the lowest of the compared OMol25 structures with the same formula, charge and spin for the records, taken in order: 98.2 346.4 118.5 199.1 237.4 88.6 125.4 643.0.